[1]
Molecular formula: C6H9LiMgO5
Method: DFT, wB97M-V/def2-TZVPD

CARTESIAN COORDINATES (ANGSTROEM)
O (-1.7195, 0.0891, -2.1362)
C (-2.3728, -0.7472, -1.4627)
C (-2.8808, -0.2210, -0.1408)
O (-1.9547, 0.6178, 0.4271)
Mg (-0.5488, 1.2025, -0.8400)
H (-2.6565, -1.7995, -1.6469)
H (-3.8876, 0.2253, -0.2958)
O (1.2219, 0.2776, 1.7867)
C (1.3546, -1.0729, 1.3008)
C (0.8272, -1.2340, -0.0352)
O (1.1357, -0.0539, -0.9642)
C (2.1762, 0.7429, -0.4062)
C (1.6127, 1.3414, 0.8852)
O (0.4825, 2.0643, 0.6009)
Li (-0.7535, 0.9684, 1.8066)
H (2.4099, -1.3742, 1.3835)
H (1.2006, -2.1325, -0.5444)
H (2.3963, 1.5500, -1.1172)
H (3.0812, 0.1423, -0.2462)
H (2.3780, 1.9456, 1.4048)
H (-0.4093, -1.3945, -0.2139)
H (-3.0934, -1.1376, 0.4543)

Forces on the atoms, in the same order (eV/Å):
-0.649 -2.450 0.022
0.254 2.763 0.458
0.011 -1.280 0.744
-0.250 0.597 -0.186
0.460 -0.619 0.827
0.422 0.416 -1.175
0.280 0.026 -0.211
-0.591 0.690 0.086
0.191 -0.582 -0.479
-1.880 -1.294 -0.052
-0.828 0.569 -0.986
0.287 -0.028 0.312
0.470 -0.335 0.163
-0.873 0.365 -0.444
0.632 -0.156 -0.138
-0.337 -0.077 -0.031
0.209 0.211 0.319
0.005 -0.172 0.147
-0.232 0.126 -0.001
-0.213 -0.026 -0.086
2.463 0.867 0.551
0.171 0.391 0.160

## Properties
**Spin multiplicity**: 1
**LUMO**: -0.01926 Ha
**Energy relative to the best compared isomer or geometry (same formula, charge and spin)**: 42.8 kcal/mol
**Kohn-Sham gap**: 5.133 eV
**Highest occupied orbital energy**: -5.66 eV
**Molar mass**: 192.4 g/mol
**Electronic energy**: -817.84928 a.u.

These are the Mulliken partial charges, in e, on atoms 1 to 2: O -0.582; C 0.000

***

[2]
Molecular formula: CH7FN3P
Method: DFT, wB97M-V/def2-TZVPD

CARTESIAN COORDINATES (ANGSTROEM)
C (-0.6579, -1.4189, -0.1239)
N (1.9568, 0.1557, -1.4242)
N (-1.3502, 2.2726, 0.5382)
N (0.4958, -1.1314, 0.7375)
F (2.4568, 0.2087, 0.9709)
P (1.2272, 0.1865, -0.1009)
H (-1.4340, -0.6908, -0.3511)
H (-0.3153, -1.7873, -1.0204)
H (-1.0931, -2.3519, 0.2070)
H (1.6110, -0.2799, -2.2596)
H (-1.5854, 2.7104, 1.4128)
H (-1.5796, 2.8969, -0.2252)
H (0.2680, -0.7705, 1.6389)

Forces on the atoms, in the same order (eV/Å):
-1.217 -1.402 1.693
0.380 -0.782 -1.719
0.164 -1.294 -0.357
-0.254 0.856 -2.492
-0.556 0.831 -0.271
1.585 0.233 3.507
0.122 0.432 0.559
1.274 -0.304 -2.436
-0.706 -0.003 0.679
-0.139 0.163 -0.350
-0.132 0.665 0.412
-0.058 0.514 -0.043
-0.462 0.091 0.817

## Properties
**Spin multiplicity**: 1
**LUMO (alpha / beta)**: -0.03178 / -0.04072 Ha
**Energy relative to the best compared isomer or geometry (same formula, charge and spin)**: 94.4 kcal/mol
**Kohn-Sham gap (alpha / beta)**: 9.019 / 6.969 eV
**Highest occupied orbital energy (alpha / beta)**: -9.88 / -8.08 eV
**Molar mass**: 111.1 g/mol
**Electronic energy**: -647.66982 a.u.

These are the Mulliken partial charges, in e, on atoms 1 to 2: C -1.036; N -0.532

***

[3]
Molecular formula: C53H44F3N6O2SeZr
Method: DFT, wB97M-V/def2-TZVPD

CARTESIAN COORDINATES (ANGSTROEM)
Zr (0.8173, 0.7713, 0.3200)
O (-0.9682, 0.0325, 0.7991)
C (-1.4640, -1.0062, 1.6838)
C (-0.4169, -2.1394, 1.9139)
C (0.8646, -1.7995, 2.5822)
C (1.4620, -2.7195, 3.4706)
C (2.7454, -2.4983, 3.9510)
C (3.3653, -1.3494, 3.5807)
C (2.7753, -0.4744, 2.6723)
C (3.5951, 0.7104, 2.1820)
C (3.9620, 0.5720, 0.7217)
O (2.7157, 0.6266, 0.0235)
C (4.7176, -0.7440, 0.4537)
C (4.3024, -1.7201, -0.4130)
C (5.1172, -2.8800, -0.6095)
C (6.3201, -3.0200, 0.0697)
C (6.7218, -1.9791, 0.9185)
C (5.8838, -0.8651, 1.1756)
C (4.8259, 1.6590, 0.1683)
C (5.4061, 2.6723, 1.0362)
C (6.1877, 3.6884, 0.5136)
C (6.4148, 3.6719, -0.8831)
C (5.8687, 2.7127, -1.6991)
C (5.1425, 1.6706, -1.1870)
N (1.5227, -0.6796, 2.1663)
C (-2.6338, -1.8028, 1.0185)
C (-2.4474, -2.3995, -0.1983)
C (-3.3052, -3.3900, -0.6967)
C (-4.3787, -3.8086, 0.1211)
C (-4.5383, -3.1967, 1.3461)
C (-3.6698, -2.2119, 1.8245)
C (-1.8066, -0.3734, 2.9860)
C (-1.7927, -1.0751, 4.2072)
C (-2.1886, -0.5005, 5.4291)
C (-2.5440, 0.8306, 5.5053)
C (-2.5526, 1.5210, 4.3081)
C (-2.1933, 0.9751, 3.1165)
H (-0.1727, -2.5108, 0.9247)
H (-0.8262, -2.9368, 2.5201)
H (0.9177, -3.5582, 3.9500)
H (3.2943, -3.2513, 4.5508)
H (4.4097, -1.1754, 3.9628)
H (4.5708, 0.7013, 2.7143)
H (3.0878, 1.6845, 2.2956)
H (3.3087, -1.6562, -0.8881)
H (4.7288, -3.6282, -1.3583)
H (6.9790, -3.8528, -0.1258)
H (7.7712, -2.0768, 1.2592)
H (6.1389, -0.0993, 1.8481)
H (5.2964, 2.6150, 2.1235)
H (6.6538, 4.4401, 1.1726)
H (7.0803, 4.4102, -1.3393)
H (5.9787, 2.6991, -2.7621)
H (4.9640, 0.8078, -1.8497)
H (-1.5479, -2.2385, -0.8308)
H (-3.1655, -3.8129, -1.7021)
H (-4.9897, -4.6423, -0.2145)
H (-5.3289, -3.4009, 2.0988)
H (-3.7518, -1.8676, 2.8142)
H (-1.4566, -2.0736, 4.2274)
H (-2.1859, -1.1526, 6.3245)
H (-2.7424, 1.2226, 6.4287)
H (-2.7452, 2.5555, 4.3004)
H (-2.1298, 1.6585, 2.2406)
C (0.0828, 4.2637, -2.1486)
C (0.5650, 3.1147, -1.5941)
N (-0.2475, 2.3261, -0.8653)
C (-1.5597, 2.6393, -0.7401)
C (-2.0909, 3.8508, -1.2225)
C (-1.2243, 4.5994, -2.0117)
C (-3.4754, 4.2570, -0.9360)
C (-4.6084, 3.6019, -1.1347)
C (-4.7923, 2.2253, -1.6980)
C (-5.4235, 1.9913, -2.9029)
C (-5.7857, 0.6890, -3.1963)
N (-5.3661, -0.3742, -2.4683)
C (-4.7048, -0.0439, -1.3269)
N (-4.4004, 1.2042, -0.9241)
H (0.7676, 4.8415, -2.7386)
H (1.5997, 2.8234, -1.7440)
H (-2.1480, 1.8726, -0.2280)
H (-1.6020, 5.3812, -2.6854)
H (-3.5459, 5.2810, -0.5349)
H (-5.5559, 4.1185, -0.9021)
H (-5.9165, 2.7855, -3.4422)
H (-6.3479, 0.5004, -4.1223)
H (-4.3492, -0.8525, -0.7073)
F (5.2096, 2.3055, 6.2769)
C (6.1452, 1.4930, 5.9136)
F (1.0771, 2.2392, 1.5941)
F (5.7697, 0.2533, 6.1902)
C (-1.6577, 1.1348, -3.7894)
N (-1.5748, -0.3263, -3.6779)
C (-0.6979, -1.0539, -2.9719)
Se (0.8765, -0.4643, -2.3233)
N (-1.0722, -2.3436, -3.0515)
C (-2.2085, -2.5138, -3.8420)
C (-2.9985, -3.5836, -4.2576)
C (-4.0486, -3.2833, -5.1294)
C (-4.3550, -1.9684, -5.5563)
C (-3.6087, -0.9255, -5.0555)
C (-2.5439, -1.2031, -4.2024)
H (-0.7236, 1.6143, -3.4552)
H (-2.5168, 1.4284, -3.2156)
H (-1.7841, 1.3510, -4.8843)
H (-0.5999, -3.0546, -2.5053)
H (-2.9064, -4.6483, -4.0408)
H (-4.6190, -4.1337, -5.5398)
H (-5.2429, -1.8518, -6.1553)
H (-3.7622, 0.0969, -5.3106)

Forces on the atoms, in the same order (eV/Å):
-0.350 -0.434 1.454
0.046 -1.638 0.613
0.368 0.013 -1.186
0.063 0.678 -0.019
1.265 0.254 0.230
-0.663 0.022 0.674
-0.336 -1.029 0.130
1.974 0.893 -0.029
-0.228 0.613 -0.180
0.699 0.061 0.736
-0.918 -1.095 -1.160
0.757 -0.360 -0.485
-0.863 0.776 0.775
0.021 -1.585 -0.487
-1.518 0.248 -0.678
-0.531 0.982 -0.396
0.384 0.160 0.173
1.387 -2.484 -1.280
1.319 1.916 1.286
-0.790 -1.075 -0.813
0.326 -0.371 -0.890
0.519 1.239 0.591
0.059 -0.042 -0.078
-0.386 -0.894 0.612
0.884 -0.786 0.472
1.272 0.802 1.657
0.731 -1.059 -2.277
-0.580 0.271 0.779
0.677 -0.011 -0.855
-0.835 0.456 1.766
-0.288 -0.878 -1.784
-0.759 0.899 2.130
-0.454 1.109 -0.177
0.427 -1.071 -0.023
0.554 -1.852 -2.177
0.197 0.433 0.830
0.597 -0.361 -2.177
0.039 -0.370 -0.178
-0.509 -0.271 -0.365
0.073 0.488 -1.020
-0.687 0.616 -0.218
-1.252 0.087 -0.640
-0.941 0.186 0.165
0.174 -0.529 0.241
0.744 0.083 0.064
0.686 0.688 1.037
0.003 -0.051 0.050
-0.923 0.408 0.416
0.767 0.763 0.649
-0.263 0.038 -0.465
-0.276 -0.491 -0.517
-0.342 -0.050 0.246
0.598 0.310 -0.474
-0.544 0.519 0.494
-0.779 0.524 0.976
-0.003 0.125 0.725
-0.172 0.296 0.167
0.297 -0.541 -1.067
-0.326 0.526 0.947
0.164 -1.105 0.074
0.088 0.583 -0.582
-0.697 1.307 1.994
-0.403 1.176 0.138
-0.220 -0.760 0.646
1.266 -0.184 -0.629
-0.359 -0.210 0.848
-0.601 0.767 -1.041
0.632 0.220 0.465
0.427 -1.551 -0.028
-1.469 0.868 -0.713
-0.001 0.948 0.061
-0.702 -0.146 -0.314
0.521 -0.117 0.741
-1.411 0.089 0.330
0.980 -0.939 -0.177
-0.117 1.224 0.768
-0.247 0.743 -1.480
-0.138 -0.605 -0.095
0.002 0.307 -0.297
-0.015 -0.149 0.255
0.001 0.501 0.031
-0.005 0.094 0.865
-0.046 -0.488 -0.211
0.549 -0.276 -0.081
0.395 0.246 -0.276
0.140 -0.188 0.550
-0.124 -0.072 0.067
-0.311 -0.769 0.236
0.732 -0.386 -0.376
-0.382 -0.245 -0.422
-0.446 1.151 0.113
0.609 -0.609 -1.481
-0.584 -0.559 0.178
-1.006 0.019 -0.835
1.611 0.190 0.930
0.231 -0.920 0.157
-0.126 0.988 0.392
-0.660 -0.182 -0.840
0.062 -0.060 -0.260
0.175 -1.122 0.998
0.513 0.031 0.109
-0.104 -0.222 -0.750
-0.476 -0.429 0.019
-0.322 0.526 0.165
-0.040 0.059 1.063
0.025 0.103 -0.398
0.615 0.455 0.334
0.203 0.626 0.367
0.118 0.359 -0.293
-0.435 0.560 -0.307

## Properties
**Spin multiplicity**: 1
**LUMO**: -0.09812 Ha
**Energy relative to the best compared isomer or geometry (same formula, charge and spin)**: 0.0 kcal/mol
**Kohn-Sham gap**: 7.853 eV
**Charge**: +1
**Highest occupied orbital energy**: -10.52 eV
**Molar mass**: 1024.2 g/mol
**Electronic energy**: -5273.07005 a.u.

These are the Mulliken partial charges, in e, on atoms 1 to 2: Zr 0.854; O 0.686

***

[4]
Molecular formula: C7H11I2NO3
Method: DFT, wB97M-V/def2-TZVPD

CARTESIAN COORDINATES (ANGSTROEM)
C (-0.8982, -0.1299, -2.0656)
C (-0.0476, -2.2957, -1.9688)
C (-0.9104, 1.2631, -1.5153)
C (-0.1967, 1.4835, -0.1072)
C (-0.7852, 0.8197, 1.1072)
C (0.3580, 0.7142, 2.0992)
C (1.3229, -0.3806, 1.7660)
N (-1.6075, -0.5300, -3.0489)
O (-0.0177, -1.0546, -1.4956)
O (-1.5304, -1.7926, -3.3559)
O (2.5195, -0.2950, 2.5048)
I (1.5980, -2.7816, -3.1697)
I (-1.1573, -3.7074, -0.7895)
H (-1.9738, 1.5032, -1.2846)
H (-0.3150, 1.8690, -2.1145)
H (0.7390, 1.0466, -0.3631)
H (0.0790, 2.5732, 0.0995)
H (-1.4892, 1.5372, 1.5509)
H (-1.1967, -0.1913, 0.9227)
H (0.7996, 1.7117, 2.1952)
H (0.0354, 0.6812, 3.0908)
H (1.5720, -0.1958, 0.6615)
H (0.8645, -1.3943, 1.9588)
H (2.2378, -0.4539, 3.3220)

Forces on the atoms, in the same order (eV/Å):
-1.067 0.584 -0.893
-2.362 1.026 -1.443
-1.235 -0.553 3.444
0.060 0.172 -1.949
0.257 0.396 0.528
0.001 0.940 -0.116
0.186 -0.059 -1.758
0.404 0.065 1.203
0.470 -1.078 0.280
2.015 -0.618 1.403
1.646 0.939 -5.006
-0.176 -0.261 0.301
0.694 0.419 -0.441
0.680 0.426 -1.217
0.089 1.487 -1.651
1.179 -0.315 0.399
-0.908 -1.292 -0.489
-0.470 -0.698 -0.210
-0.191 0.656 -0.072
0.776 -0.083 -0.791
-1.070 -0.986 1.862
-0.051 -1.077 1.614
0.214 0.880 -0.657
-1.142 -0.970 5.661

## Properties
**Spin multiplicity**: 1
**LUMO**: -0.03415 Ha
**Energy relative to the best compared isomer or geometry (same formula, charge and spin)**: 91.8 kcal/mol
**Kohn-Sham gap**: 7.923 eV
**Highest occupied orbital energy**: -8.85 eV
**Molar mass**: 411.0 g/mol
**Electronic energy**: -1149.00044 a.u.

These are the Mulliken partial charges, in e, on atoms 1 to 2: C 0.370; C -0.089

***

[5]
Molecular formula: C22H18F9O2Tl
Method: DFT, wB97M-V/def2-TZVPD

CARTESIAN COORDINATES (ANGSTROEM)
C (-2.4968, -0.5310, 0.2947)
C (-1.7510, 0.1113, 1.3193)
C (-1.6301, 1.4868, 0.9788)
H (-1.3404, -0.3763, 2.1927)
C (-2.2830, 1.6805, -0.2713)
C (-2.7697, 0.4306, -0.7194)
H (-3.2826, 0.2256, -1.6668)
H (-2.8122, -1.5715, 0.3144)
H (-1.1622, 2.2440, 1.5980)
H (-2.4070, 2.6319, -0.7800)
C (1.7877, -0.4484, 0.6342)
C (1.2388, -1.5675, 1.3032)
C (1.1379, -2.6314, 0.3801)
H (0.9184, -1.6004, 2.3409)
C (1.6777, -2.1736, -0.8751)
C (2.0221, -0.8000, -0.7123)
H (2.4177, -0.1481, -1.4921)
H (1.9844, 0.5128, 1.1034)
H (0.6967, -3.6051, 0.5728)
H (1.7976, -2.7871, -1.7692)
Tl (-0.9686, -2.0740, -1.7050)
O (1.4510, 2.3779, -0.1875)
C (1.1443, 3.7640, 0.1624)
C (0.8747, 3.1834, -1.2092)
H (0.2862, 3.8776, 0.8136)
H (1.9867, 4.4664, 0.2239)
H (-0.1881, 2.9972, -1.4261)
H (0.1157, 4.5610, -3.3208)
C (1.1857, 4.3297, -3.4045)
C (1.7347, 3.5801, -2.3396)
C (3.1157, 3.3191, -2.3459)
H (3.5732, 2.7821, -1.5171)
C (3.9065, 3.7367, -3.4164)
H (4.9667, 3.4869, -3.4444)
C (3.3625, 4.4544, -4.4918)
H (3.9810, 4.8026, -5.3292)
C (1.9956, 4.7826, -4.4452)
H (1.5459, 5.3711, -5.2533)
F (-3.2723, -4.2456, 0.6146)
C (-2.3221, -4.7424, 1.4593)
F (-2.8534, -5.7916, 2.1248)
F (-1.3063, -5.2025, 0.6721)
C (-1.7718, -3.5727, 2.4255)
O (-1.2380, -2.6714, 1.6780)
C (-3.0156, -2.9656, 3.3075)
F (-3.7213, -3.9402, 3.9409)
F (-2.5316, -2.0958, 4.2361)
F (-3.8690, -2.2716, 2.5071)
C (-0.7223, -4.2086, 3.4941)
F (-1.3221, -5.0539, 4.3798)
F (0.2540, -4.8989, 2.8516)
F (-0.1213, -3.2208, 4.1980)

Forces on the atoms, in the same order (eV/Å):
-1.067 0.518 -2.848
0.541 1.874 0.446
-0.562 -0.265 -0.597
-0.182 -0.009 -0.120
1.333 0.940 1.802
-0.376 -3.000 0.728
0.096 0.201 0.545
0.039 0.323 0.117
-0.079 -0.146 -0.210
0.018 -0.182 0.073
-0.752 -0.765 1.929
0.890 2.885 0.334
0.823 -0.840 -2.745
0.129 -0.068 -0.347
-1.129 -0.984 0.787
0.234 -0.352 -0.229
-0.074 -0.171 0.298
-0.118 -0.332 -0.331
0.314 0.212 0.065
0.157 0.223 0.307
-0.171 -0.033 0.418
-0.196 1.160 0.036
0.035 -0.896 -1.670
-0.290 0.606 1.381
0.209 0.049 0.184
-0.298 -0.525 0.242
0.529 -0.190 -0.009
0.445 0.032 -0.420
0.220 -0.384 0.788
0.754 0.524 -0.973
-0.335 0.027 -0.177
-0.174 0.044 -0.143
-0.018 0.145 -0.563
-0.222 0.060 0.149
-0.521 0.120 0.574
-0.264 -0.259 0.459
-0.021 -0.132 -0.292
0.217 -0.230 0.332
0.594 -0.407 0.488
0.103 0.277 0.939
0.228 0.307 -0.718
-0.777 0.184 0.379
-0.789 -0.889 0.515
0.508 0.853 -0.521
0.690 -0.709 -0.462
0.187 1.006 -0.257
-0.611 -0.600 -0.605
0.533 -0.480 0.684
-0.869 0.035 -0.296
0.715 0.538 -0.503
-0.444 0.362 0.436
-0.206 -0.660 -0.396

## Properties
**Spin multiplicity**: 1
**LUMO (alpha / beta)**: -0.08253 / -0.08507 Ha
**Kohn-Sham gap (alpha / beta)**: 6.139 / 6.062 eV
**Highest occupied orbital energy (alpha / beta)**: -8.38 / -8.38 eV
**Molar mass**: 689.7 g/mol
**Electronic energy**: -2070.68859 a.u.

These are the Mulliken partial charges, in e, on atoms 1 to 2: C -0.597; C 0.031

***

[6]
Molecular formula: C3H11NO3
Method: DFT, wB97M-V/def2-TZVPD

CARTESIAN COORDINATES (ANGSTROEM)
C (-0.9547, 0.7018, -0.6941)
N (-0.0720, 0.6746, 0.4622)
C (0.9129, 1.7819, 0.4603)
C (-0.2315, 0.0575, 1.7678)
O (-1.2000, -0.5412, 2.1503)
H (-1.6593, -0.1327, -0.7356)
H (-0.3329, 0.4962, -1.5282)
H (-1.4526, 1.6681, -0.6022)
H (0.6842, 2.6380, -0.1380)
H (1.7814, 1.4990, 0.0487)
H (1.1350, 2.2261, 1.5264)
H (0.7239, 0.0345, 2.3730)
O (-1.4723, -1.2689, -2.3469)
H (-0.9507, -2.0455, -2.3873)
H (-2.3635, -1.3751, -2.1980)
O (1.8452, -1.8122, 0.4833)
H (1.4130, -2.0127, 1.2992)
H (2.1938, -2.5893, 0.0591)

Forces on the atoms, in the same order (eV/Å):
-0.664 -0.201 2.172
1.065 0.242 3.466
-1.853 0.827 3.398
0.493 0.539 -2.780
-0.374 -0.225 -0.076
0.199 0.655 0.883
0.372 0.684 -1.013
-0.235 0.004 -1.013
-1.223 0.494 -0.374
3.524 -1.489 -1.229
-0.520 -1.094 -1.913
-0.622 0.688 -0.576
2.605 1.617 -1.335
-0.002 -1.397 0.033
-2.834 -1.212 0.401
0.385 1.147 -0.882
-0.310 -0.693 0.580
-0.006 -0.586 0.258

## Properties
**SMILES string**: CN(C)C=O.O.O
**Spin multiplicity**: 1
**LUMO**: 0.02142 Ha
**Energy relative to the best compared isomer or geometry (same formula, charge and spin)**: 63.1 kcal/mol
**Kohn-Sham gap**: 9.264 eV
**Highest occupied orbital energy**: -8.68 eV
**Molar mass**: 109.1 g/mol
**Electronic energy**: -401.31251 a.u.

These are the Mulliken partial charges, in e, on atoms 1 to 2: C -0.915; N 0.313

***

- The highest molar mass belongs to which entry?
  C53H44F3N6O2SeZr

***

- Number 6 is which compound?
  C3H11NO3

***

- What is the molar mass in the sixth record?
  109.1 g/mol

***

- The lowest molar mass belongs to which entry?
  C3H11NO3